# 1
ORCA calculation (wB97M-V/def2-TZVPD) on a cluster of 3 separate species, C2H10NO3 in total in a non-equilibrium geometry.

Charge: -1
LUMO level (eV): 4.192
Orbital gap (eV): 7.90

Each atom is followed by the atoms it is bonded to, with distances in Å.
CARTESIAN COORDINATES (ANGSTROEM)
1 C 1.528 -0.459 0.397  N2 1.501, H5 1.165, H6 1.099, H7 1.080
2 N 0.480 -0.974 1.340  C1 1.501, C3 1.537, H8 1.023
3 C -0.425 0.246 1.573  N2 1.537, O4 1.359, H9 1.113, H10 1.100
4 O -0.929 0.773 0.427  C3 1.359
5 H 1.332 -0.533 -0.748  C1 1.165
6 H 2.441 -1.040 0.589  C1 1.099
7 H 1.838 0.550 0.626  C1 1.080
8 H -0.043 -1.663 0.795  N2 1.023
9 H 0.189 1.089 1.963  C3 1.113
10 H -1.203 0.055 2.327  C3 1.100
11 H 0.336 1.234 -2.128  O13 0.990
12 H -0.615 1.545 -1.038  O13 1.014
13 O -0.391 1.887 -1.967  H11 0.990, H12 1.014
14 H -1.169 -0.438 -0.814  O16 1.056
15 H -1.928 -0.947 -2.021  O16 0.933
16 O -1.441 -1.324 -1.321  H14 1.056, H15 0.933

=====

# 2
ORCA calculation (wB97M-V/def2-TZVPD) on a cluster of 3 separate species, C2H10NO3 in total in a non-equilibrium geometry.

Charge: -1
LUMO level (eV): 4.289
Orbital gap (eV): 8.20

Each atom is followed by the atoms it is bonded to, with distances in Å.
CARTESIAN COORDINATES (ANGSTROEM)
1 C 0.026 -0.521 0.725  O2 1.390, C3 1.544, H5 1.107, H6 1.106
2 O -0.317 0.823 0.641  C1 1.390
3 C 0.838 -0.965 -0.511  C1 1.544, N4 1.489, H7 1.105, H8 1.089
4 N 0.090 -1.159 -1.783  C3 1.489, H9 1.020, H10 1.019
5 H -0.806 -1.251 0.729  C1 1.107
6 H 0.613 -0.798 1.621  C1 1.106
7 H 1.094 -2.015 -0.283  C3 1.105
8 H 1.687 -0.306 -0.687  C3 1.089
9 H 0.135 -0.331 -2.379  N4 1.020
10 H -0.895 -1.175 -1.525  N4 1.019
11 H 0.885 1.343 1.520  O13 1.042
12 H 1.666 2.657 1.799  O13 0.953
13 O 1.819 1.716 1.796  H11 1.042, H12 0.953
14 H -2.604 0.942 -1.221  O16 0.955
15 H -1.698 0.691 0.034  O16 1.037
16 O -2.533 0.348 -0.476  H14 0.955, H15 1.037

=====

| no. | highest occupied orbital energy (Ha) |
| --- | --- |
| 1 | -0.1362 |
| 2 | -0.1436 |